{
  "formula": "C26H58BN2O14P",
  "method": "the ωB97M-V functional and the def2-TZVPD basis",
  "elements": ["C", "C", "O", "C", "O", "C", "C", "C", "C", "O", "C", "C", "C", "O", "B", "C", "O", "C", "O", "C", "C", "C", "C", "C", "C", "C", "C", "O", "O", "N", "C", "O", "C", "C", "P", "N", "O", "O", "H", "H", "H", "H", "H", "H", "H", "H", "H", "H", "H", "H", "H", "H", "H", "H", "H", "H", "H", "H", "H", "H", "H", "H", "H", "H", "H", "H", "H", "H", "H", "H", "H", "H", "H", "H", "H", "H", "H", "H", "H", "H", "H", "H", "H", "H", "C", "O", "H", "H", "H", "H", "C", "O", "H", "H", "H", "H", "C", "O", "H", "H", "H", "H"],
  "xyz": [[-1.3687, 5.7463, 1.3646], [-2.7184, 5.5706, 2.0492], [-3.3631, 4.3290, 1.6893], [-2.8417, 3.2479, 2.3265], [-3.1997, 2.9494, 3.4185], [-1.7999, 2.4468, 1.5729], [-2.1645, 0.9738, 1.6809], [-1.2481, -0.0026, 0.9529], [-1.1274, 0.2361, -0.5502], [-0.4344, 1.4076, -0.9017], [0.9414, 1.3991, -1.3538], [1.0746, 2.5973, -2.3170], [-0.0824, 2.8817, -3.2734], [0.1115, 2.3258, -4.5774], [1.8722, 1.7911, -0.0823], [3.3741, 2.2580, -0.1742], [1.2756, 1.7826, 1.1472], [1.4353, 0.0392, -1.8647], [2.0123, -0.5688, -0.7189], [2.8684, -1.6912, -0.9444], [3.1187, -2.4464, 0.3624], [3.9240, -1.5272, 1.2851], [1.8634, -3.0827, 0.9943], [1.2978, -2.4003, 2.2511], [-0.1954, -2.7515, 2.4339], [2.0642, -2.8398, 3.5325], [2.5085, 0.0364, -2.9996], [3.4675, 0.7824, -2.8483], [2.2940, -0.8169, -3.8815], [0.2979, -0.8364, -2.3351], [-0.3388, -0.4221, -3.6176], [-1.5281, 0.2264, -3.3092], [-2.3959, 0.2510, -4.4332], [-0.6457, -1.0867, -1.2156], [-2.0241, -2.2370, -1.6734], [-1.6275, -3.3042, -2.7240], [-3.3462, -1.4466, -2.0242], [-2.4605, -2.9866, -0.3056], [-0.5989, 5.2052, 1.9148], [-1.4132, 5.2742, 0.3845], [-1.1006, 6.7940, 1.2839], [-3.4003, 6.3541, 1.7355], [-2.6172, 5.5871, 3.1337], [-0.8671, 2.6489, 2.0948], [-1.7775, 2.8067, 0.5517], [-2.1776, 0.7159, 2.7329], [-3.1828, 0.8035, 1.3207], [-1.7315, -0.9808, 1.0423], [-0.2698, -0.1103, 1.4192], [-2.1569, 0.3838, -0.8902], [1.9985, 2.5597, -2.8859], [1.1583, 3.4890, -1.6878], [-0.1513, 3.9691, -3.3845], [-1.0437, 2.5486, -2.9070], [0.8287, 2.7997, -5.0063], [3.9781, 1.3722, -0.3743], [3.5784, 2.9255, -1.0069], [3.7433, 2.6948, 0.7573], [1.8830, 2.1608, 1.7912], [2.4757, -2.3993, -1.6791], [3.8539, -1.3564, -1.2626], [3.7906, -3.2521, 0.0608], [4.8192, -1.2100, 0.7504], [4.2328, -2.0206, 2.2020], [3.3772, -0.6188, 1.5347], [1.0746, -3.2614, 0.2586], [2.1595, -4.0794, 1.3309], [1.3797, -1.3170, 2.1929], [-0.7246, -1.9758, 2.9823], [-0.2981, -3.6755, 3.0021], [-0.6597, -2.9386, 1.4664], [1.3898, -3.2510, 4.2769], [2.5152, -1.9619, 3.9988], [2.8851, -3.5161, 3.3119], [0.7802, -1.7167, -2.5392], [-0.5481, -1.3267, -4.1932], [0.3204, 0.1873, -4.2228], [-1.9218, 0.7369, -5.2854], [-2.6897, -0.7685, -4.6945], [-3.2774, 0.8088, -4.1366], [-0.1268, -1.6543, -0.4436], [-0.6895, -3.2089, -3.0906], [-3.9402, -1.3316, -1.2669], [-1.7792, -3.6675, -0.2003], [-6.1492, -4.0819, 0.4096], [-5.4898, -3.1110, -0.3931], [-7.1672, -4.1726, 0.0410], [-5.6561, -5.0541, 0.3318], [-6.1784, -3.7752, 1.4584], [-4.5842, -3.0211, -0.0852], [-2.8377, -0.4099, 6.1511], [-2.1868, 0.1323, 5.0077], [-2.4196, -1.3977, 6.3291], [-2.6656, 0.2106, 7.0343], [-3.9136, -0.5059, 5.9838], [-2.5554, 1.0095, 4.8444], [6.4148, 0.3535, -1.9530], [6.0092, -1.0103, -1.8419], [6.5869, 0.7247, -0.9445], [7.3431, 0.4396, -2.5245], [5.6318, 0.9478, -2.4262], [5.8482, -1.3363, -2.7323]],
  "atomic_forces_ev_per_a": [[-0.2, -0.7, 0.2], [0.0, 0.0, -0.1], [0.2, 0.4, -0.3], [0.6, -0.2, -0.7], [-0.5, -0.2, 1.4], [-1.0, 0.3, 0.1], [0.4, -0.2, -0.1], [-0.1, -0.2, -0.1], [-0.5, -0.3, 0.4], [0.1, -0.3, -0.6], [0.3, 0.4, 0.5], [-0.7, 0.3, 0.0], [0.4, 0.7, -0.4], [-0.3, -0.2, 0.0], [0.5, -0.2, 0.0], [-0.1, -0.2, -0.1], [-0.1, 0.1, -0.1], [0.6, 0.7, 0.6], [-0.7, -0.3, -0.2], [0.5, -0.7, 0.6], [-0.2, 0.5, -0.2], [0.1, 0.0, -0.1], [0.5, -0.2, 0.6], [-0.4, -0.5, 0.5], [0.5, -0.3, 0.0], [0.1, 1.0, -0.2], [0.0, -0.5, -0.6], [0.2, 0.6, 0.3], [0.0, -0.4, -0.1], [0.0, -0.5, 0.5], [-0.5, 0.0, -0.9], [0.0, -0.1, 0.1], [-0.1, -0.1, 0.0], [-0.8, 0.5, 0.6], [0.3, -0.9, -1.1], [0.3, 0.6, 0.2], [-0.1, 0.1, 0.7], [0.2, 0.7, 0.0], [0.2, 0.1, 0.0], [0.0, 0.3, -0.2], [0.1, 0.1, 0.0], [-0.2, 0.0, 0.0], [-0.1, 0.2, 0.1], [0.3, -0.1, -0.3], [0.3, 0.0, -0.1], [0.0, -0.2, 0.1], [-0.1, 0.2, -0.1], [0.0, 0.0, 0.1], [0.1, 0.2, 0.0], [0.1, 0.3, -0.3], [0.2, -0.2, 0.1], [0.0, 0.0, 0.1], [0.0, 0.0, 0.0], [0.0, -0.3, 0.1], [0.1, 0.0, 0.0], [0.1, -0.1, -0.1], [0.0, 0.1, 0.0], [0.0, 0.1, 0.0], [0.0, -0.1, 0.1], [-0.2, 0.2, -0.2], [-0.1, 0.2, -0.5], [0.0, -0.1, 0.0], [0.1, 0.0, 0.0], [0.0, 0.0, 0.1], [-0.1, 0.0, 0.1], [0.1, 0.2, -0.2], [-0.1, -0.2, -0.1], [0.0, 0.1, -0.3], [-0.1, 0.0, -0.1], [0.0, -0.1, 0.0], [-0.2, 0.3, 0.1], [0.0, -0.3, 0.0], [0.1, 0.0, 0.1], [-0.1, -0.3, 0.1], [0.1, 0.1, -0.3], [0.1, -0.2, 0.1], [0.2, 0.1, 0.4], [0.1, 0.1, 0.0], [0.0, 0.0, -0.1], [-0.1, 0.0, 0.0], [0.5, 0.1, -0.2], [-0.1, -0.2, -0.2], [-0.2, 0.0, -0.2], [-0.3, -0.3, 0.2], [0.2, 0.1, 0.0], [-0.1, 0.2, -0.1], [0.0, 0.0, 0.0], [-0.1, 0.0, 0.0], [-0.1, 0.0, 0.0], [0.1, -0.3, 0.1], [0.0, 0.2, -0.2], [-0.1, 0.0, 0.1], [0.0, 0.0, 0.0], [0.0, -0.1, 0.0], [0.0, 0.0, 0.1], [0.0, 0.0, -0.1], [-0.1, 0.0, -0.1], [0.2, 0.0, 0.1], [0.0, 0.0, 0.0], [0.0, 0.0, 0.1], [0.1, 0.0, 0.0], [-0.1, 0.0, 0.0]],
  "lowdin_charge": [-0.06, -0.21, -0.03, -0.50, 0.15, -0.08, -0.14, -0.13, -0.28, -0.03, -0.21, -0.06, -0.21, -0.07, -0.45, 0.03, 0.16, -0.23, -0.04, -0.14, -0.30, -0.04, -0.13, -0.39, -0.07, -0.06, -0.63, 0.04, 0.01, 0.06, -0.15, -0.19, -0.06, -0.17, 0.54, -0.11, -0.10, -0.16, 0.07, 0.08, 0.08, 0.12, 0.12, 0.13, 0.12, 0.09, 0.13, 0.10, 0.11, 0.14, 0.12, 0.13, 0.12, 0.11, 0.10, 0.06, 0.07, 0.07, 0.11, 0.14, 0.11, 0.14, 0.08, 0.07, 0.08, 0.09, 0.12, 0.11, 0.08, 0.08, 0.03, 0.07, 0.07, 0.07, 0.15, 0.14, 0.13, 0.09, 0.09, 0.10, 0.11, -0.02, 0.09, 0.08, -0.15, -0.13, 0.08, 0.08, 0.08, 0.02, -0.15, -0.14, 0.07, 0.08, 0.08, 0.05, -0.15, -0.14, 0.08, 0.07, 0.05, 0.08],
  "homo_ev": -9.014,
  "largest_force_ev_per_a": 1.50,
  "smiles": "CCOC(=O)CCC[C@H]1O[C@@](CCO)(B(C)O)[C@](OC[C@@H](C)CC(C)C)(C(=O)[O-])[N@H+](COC)[C@@H]1P(=N)(O)O.CO.CO.CO"
}